[1]
ORCA calculation (ωB97M-V/def2-TZVPD) on 4 unconnected molecules or ions with the total composition C18H35BN4O4.

Geometry (Å):
C (2.33676, -0.96536, 1.97998)
C (3.15869, -0.15209, 0.96859)
C (3.82108, 1.11275, 1.53311)
C (2.95290, 1.94886, 2.46070)
O (2.23905, 2.94466, 1.69696)
B (0.93288, 3.14693, 2.05575)
C (-0.08196, 1.96536, 1.87525)
C (-0.07189, 1.18602, 0.72016)
C (-0.94342, 0.11540, 0.58421)
N (-1.84183, -0.23563, 1.50740)
C (-1.85521, 0.52381, 2.60025)
C (-1.01814, 1.60190, 2.84327)
H (1.27053, -0.75789, 1.90641)
H (2.64959, -0.79264, 3.00947)
H (2.45512, -2.03098, 1.78201)
H (3.95517, -0.79790, 0.60641)
H (2.55922, 0.06526, 0.08668)
H (4.76266, 0.85913, 2.01962)
H (4.05924, 1.76791, 0.69377)
H (2.26814, 1.33851, 3.05085)
H (3.58485, 2.48772, 3.16904)
H (0.57688, 4.20905, 2.48328)
H (0.62262, 1.40357, -0.08023)
H (-0.89676, -0.48451, -0.31549)
H (-2.58174, 0.26767, 3.36177)
H (-1.10587, 2.14395, 3.77461)
C (-7.62683, 0.40852, 2.19787)
N (-6.34736, 0.91116, 2.64992)
C (-5.16929, 0.72922, 1.81356)
C (-6.20002, 1.54528, 3.82720)
O (-5.14462, 1.97667, 4.25072)
H (-7.58162, -0.67246, 2.05017)
H (-7.91036, 0.87877, 1.25387)
H (-8.39184, 0.62765, 2.94022)
H (-4.42228, 0.15677, 2.35098)
H (-4.73954, 1.69787, 1.55618)
H (-5.44502, 0.19891, 0.90596)
H (-7.14442, 1.63791, 4.39140)
C (4.74930, -4.93080, -2.63612)
N (4.11790, -3.70760, -2.18708)
C (2.70841, -3.72073, -1.82782)
C (4.79054, -2.54556, -2.08637)
O (4.29401, -1.50119, -1.71226)
H (4.26013, -5.30487, -3.53781)
H (4.69023, -5.69818, -1.86165)
H (5.79708, -4.74219, -2.86065)
H (2.15095, -3.02401, -2.45412)
H (2.57917, -3.41493, -0.78921)
H (2.31337, -4.72448, -1.96164)
H (5.85203, -2.62903, -2.37601)
C (-0.69185, 1.45599, -5.51377)
N (-0.59597, 0.96848, -4.15335)
C (0.38166, 1.55790, -3.25286)
C (-1.38498, -0.01664, -3.68756)
O (-1.33740, -0.45926, -2.55625)
H (0.25600, 1.31568, -6.03712)
H (-0.94287, 2.51849, -5.52175)
H (-1.46826, 0.91018, -6.04570)
H (1.07588, 0.79630, -2.89504)
H (-0.11939, 1.99378, -2.38791)
H (0.93418, 2.33201, -3.77889)
H (-2.09551, -0.39703, -4.44097)

These are the Löwdin partial charges, in e, on atoms 1 to 6:
1. C -0.090
2. C -0.242
3. C -0.163
4. C -0.183
5. O 0.003
6. B -0.230

---

[2]
ORCA calculation (ωB97M-V/def2-TZVPD) on 4 unconnected molecules or ions with the total composition C18H35Cl7NO4 at a distorted geometry.

Properties
charge	-1

Geometry (Å):
C (4.96485, 0.91334, 0.40545)
C (5.31078, -0.49990, 0.92952)
C (5.53792, -1.51361, -0.19389)
O (4.57842, -2.55163, -0.23549)
C (3.27391, -2.10005, -0.44303)
C (2.43202, -2.55605, 0.80061)
O (2.45804, -1.77951, 1.78807)
O (1.85573, -3.67022, 0.68094)
N (2.68205, -2.72691, -1.65272)
Cl (3.90976, -2.63840, -2.94921)
C (1.55583, -1.92875, -2.14892)
C (0.25835, -2.23485, -1.43541)
C (-0.94872, -1.55480, -2.06728)
C (-1.01337, -0.04615, -1.83502)
C (-1.38825, 0.37210, -0.40996)
C (-2.39419, -0.53391, 0.24261)
O (-3.06002, 0.14681, 1.31716)
C (-4.01778, -0.70665, 1.90441)
H (5.25038, 1.03796, -0.63308)
H (5.46325, 1.69385, 0.96972)
H (3.89241, 1.04392, 0.45599)
H (4.46309, -0.81377, 1.52793)
H (6.15749, -0.45998, 1.60312)
H (5.61957, -1.04556, -1.17317)
H (6.48708, -2.01020, -0.01751)
H (3.20927, -1.01865, -0.58311)
H (1.42836, -2.18999, -3.19178)
H (1.73876, -0.84814, -2.12510)
H (0.12869, -3.30585, -1.42002)
H (0.29625, -1.95319, -0.38633)
H (-1.84883, -2.06051, -1.73516)
H (-0.89058, -1.70890, -3.14557)
H (-0.03356, 0.36015, -2.05560)
H (-1.71269, 0.38507, -2.54615)
H (-0.51067, 0.48803, 0.21319)
H (-1.82474, 1.36609, -0.48243)
H (-3.14556, -0.90838, -0.45118)
H (-1.86906, -1.37751, 0.69017)
H (-3.76875, -1.75514, 1.75771)
H (-4.99804, -0.54702, 1.45857)
H (-4.04510, -0.53327, 2.97263)
Cl (0.75838, -5.49017, -2.18915)
C (2.13025, -6.00592, -1.17957)
C (3.05545, -6.94029, -1.90726)
Cl (2.32126, -8.54705, -2.22550)
H (1.72695, -6.45355, -0.27629)
H (2.65477, -5.09110, -0.89653)
H (3.94120, -7.11702, -1.30056)
H (3.36484, -6.52649, -2.86316)
Cl (-3.13591, 3.93819, 0.18155)
C (-3.35812, 3.22762, 1.80002)
C (-3.13599, 4.23278, 2.89791)
Cl (-1.42755, 4.73509, 3.02379)
H (-2.68936, 2.37695, 1.88071)
H (-4.38165, 2.86022, 1.84333)
H (-3.40997, 3.79570, 3.85622)
H (-3.73429, 5.12499, 2.74197)
Cl (-6.33413, 9.54862, 0.60232)
C (-4.81618, 8.69088, 0.98242)
C (-4.98878, 7.19555, 0.97936)
Cl (-6.00413, 6.63314, 2.33711)
H (-4.46469, 9.04773, 1.94667)
H (-4.09196, 8.97428, 0.22116)
H (-4.01785, 6.71376, 1.08526)
H (-5.44490, 6.84624, 0.05753)

These are the Löwdin partial charges, in e, on atoms 1 to 6:
1. C -0.103
2. C -0.207
3. C -0.229
4. O -0.125
5. C -0.363
6. C -0.638

---

[3]
ORCA calculation (ωB97M-V/def2-TZVPD) on a molecular structure, C18H35LaN6O3 at a distorted geometry.

Geometry (Å):
La (-3.77159, 0.72204, 4.94197)
C (3.02190, -1.59808, 1.13460)
C (2.83685, -1.78681, 2.67849)
N (1.41595, -1.30538, 2.96692)
C (0.35901, -2.31847, 2.79848)
C (-0.99892, -1.63515, 3.17372)
N (-2.08060, -0.90364, 2.48156)
C (-2.99160, -1.66052, 1.60156)
C (-2.47568, -2.28924, 0.36986)
C (-2.58330, -1.26570, -0.79195)
N (-1.22598, -0.68682, -1.28429)
C (-0.68977, 0.43544, -0.35200)
C (0.71043, 0.81815, -0.48922)
N (1.37946, 0.23402, 0.62923)
C (2.71921, -0.16010, 0.65768)
H (2.15601, -2.20336, 0.74272)
H (4.05758, -1.87759, 0.93073)
H (3.55702, -0.99271, 2.94498)
H (3.10214, -2.77944, 2.78728)
H (1.45390, -1.13217, 3.98764)
H (0.44184, -3.18449, 3.49752)
H (0.24003, -2.85626, 1.84988)
H (-0.65340, -1.09960, 4.10924)
H (-1.60194, -2.48872, 3.56682)
H (-2.00481, 0.09776, 2.33610)
H (-3.81527, -0.92961, 1.42594)
H (-3.52405, -2.35062, 2.21786)
H (-3.01563, -3.14548, 0.13271)
H (-1.49183, -2.71756, 0.57788)
H (-3.12555, -0.43092, -0.39781)
H (-3.00689, -1.78394, -1.64860)
H (-1.60834, -0.17088, -2.04032)
H (-0.85000, 0.31348, 0.72199)
H (-1.38776, 1.29947, -0.45110)
H (0.82957, 1.90195, -0.45900)
H (0.99466, 0.33843, -1.40295)
H (0.98440, 0.16030, 1.58379)
H (3.45082, 0.42147, 1.22441)
H (3.03579, -0.15094, -0.35082)
N (-1.39448, 2.78118, 2.08440)
C (-1.58178, 3.10429, 3.51493)
C (-0.82398, 2.15682, 4.43726)
O (0.27169, 1.90845, 3.97259)
O (-1.32739, 1.47872, 5.39979)
H (-0.50568, 3.08641, 1.63955)
H (-1.33324, 1.76515, 1.97298)
H (-2.67652, 2.97823, 3.84422)
H (-1.25902, 4.16690, 3.40690)
C (2.34942, 2.71364, -5.16728)
C (1.81486, 1.45195, -5.77915)
C (1.49894, 0.33459, -4.96022)
C (0.76352, -0.75136, -5.35497)
N (0.60703, -0.93014, -6.70058)
C (0.91739, 0.05815, -7.51339)
C (1.38953, 1.27932, -7.14005)
H (2.05346, 3.55463, -5.83579)
H (3.51548, 2.57077, -4.98958)
H (2.05376, 2.78823, -4.13347)
H (1.78803, 0.52232, -3.95387)
H (0.66554, -1.66786, -4.64430)
H (0.83494, -0.01810, -8.52503)
H (1.60169, 2.09143, -7.80211)
O (-5.06684, 1.73793, 3.82364)

These are the Löwdin partial charges, in e, on atoms 1 to 6:
1. La 1.745
2. C -0.188
3. C -0.186
4. N -0.068
5. C -0.219
6. C -0.196

---

[4]
ORCA calculation (ωB97M-V/def2-TZVPD) on a molecular structure, C18H35N2O6S at a distorted geometry.

Properties
charge	+1

Geometry (Å):
C (0.32154, 6.11112, 1.33924)
H (-0.46314, 6.57455, 0.69565)
C (0.87492, 4.81823, 0.52518)
H (1.44518, 5.35995, -0.25341)
C (-0.34420, 4.09018, 0.11325)
C (0.50487, 2.87530, -0.57522)
C (1.35090, 3.23110, -1.80627)
N (1.20575, 1.81887, -2.71853)
C (1.41001, 1.95268, -4.17289)
H (0.57257, 2.38899, -4.48588)
H (1.69519, 0.87660, -4.70580)
H (2.32879, 2.55278, -4.47595)
C (0.00078, 1.03243, -2.07859)
H (-0.40906, 0.59517, -3.06655)
C (-0.69158, 1.80139, -1.17351)
H (-0.82144, 1.22076, -0.26889)
H (-1.43662, 2.34525, -1.40551)
C (0.92797, -0.22967, -1.49939)
O (2.04073, -0.38189, -1.55638)
N (0.20294, -1.26319, -1.17702)
H (-1.01955, -1.12968, -1.26559)
C (0.71644, -2.36999, -0.48639)
H (1.62646, -2.27632, -0.15214)
C (0.68184, -3.66751, -1.31714)
C (1.46962, -3.70992, -2.57669)
H (1.51832, -2.85793, -2.96853)
H (2.52438, -3.51924, -1.67558)
H (1.61790, -4.64808, -3.08124)
O (0.62883, -4.77015, -0.50222)
H (1.46815, -5.04610, -0.18956)
H (-0.48016, -3.77500, -1.95561)
C (-0.50895, -2.52955, 0.75709)
C (-1.86405, -2.80161, 0.45710)
O (-2.46604, -1.58122, -0.19386)
H (-2.65663, -0.91175, 0.40488)
H (-1.93172, -3.78721, -0.27315)
C (-2.81335, -2.94250, 1.72825)
H (-2.04020, -3.85088, 2.39792)
O (-3.98202, -3.12888, 1.56167)
H (-4.21511, -2.34984, 0.97771)
C (-2.27213, -1.75577, 2.87239)
O (-2.69533, -0.49108, 2.11341)
H (-3.10489, 0.19920, 2.81804)
C (-0.86644, -1.39052, 2.95293)
O (-0.22199, -1.35792, 1.49152)
H (-0.72183, -0.64818, 3.45405)
S (-0.18672, -2.84706, 4.06204)
C (1.41049, -2.12962, 4.43122)
H (1.98105, -2.90398, 4.63695)
H (2.01782, -1.73418, 3.20787)
H (1.31010, -1.25898, 4.83530)
H (-2.83767, -1.95521, 3.64953)
H (-0.18993, -3.65849, 1.34328)
H (2.15920, 1.19313, -2.09595)
H (2.26817, 3.43538, -1.62986)
H (0.84818, 3.69971, -2.52126)
H (1.07882, 2.35374, 0.06836)
H (-0.68210, 3.74534, 0.84606)
H (-0.75212, 4.45375, -0.73903)
H (1.81494, 4.33819, 1.41091)
H (-0.42942, 5.78732, 2.18496)
H (1.08156, 6.80800, 1.70681)

These are the Löwdin partial charges, in e, on atoms 1 to 6:
1. C -0.121
2. H 0.069
3. C -0.268
4. H 0.100
5. C -0.105
6. C -0.154

---

| no. | energy (a.u.) | lowest unoccupied orbital energy (eV) |
| --- | --- | --- |
| 1 | -1251.70768 | 0.65 |
| 2 | -4283.93413 | 1.95 |
| 3 | -1292.48738 | -1.37 |
| 4 | -1665.02197 | -2.23 |